ORCA calculation (ωB97M-V/def2-TZVPD) on 10 unconnected molecules or ions with the total composition C48H64N10O5 in a non-equilibrium geometry.

Cartesian coordinates (Å):
1 C -1.9747 -1.4666 0.2646
2 C -2.4131 -2.7182 -0.5434
3 C -1.7487 -4.0043 -0.1375
4 O -2.2684 -5.0143 -0.3800
5 O -0.5637 -4.0007 0.5432
6 C 0.5089 -4.4968 -0.2525
7 C 1.8338 -3.8960 0.2561
8 C 1.7011 -2.3630 0.2388
9 C 2.9645 -1.5785 -0.1071
10 C 2.4916 -0.0979 0.0313
11 C 1.7404 0.1973 -1.2869
12 O 1.6164 1.6140 -1.5578
13 C 0.5546 1.8030 -2.3922
14 C 0.3827 0.9043 -3.5946
15 O -0.2312 2.6299 -2.1544
16 C 1.4014 -0.3014 1.1335
17 O 0.7519 0.5234 1.6306
18 N 1.2256 -1.7042 1.4529
19 H -1.3683 -0.8349 -0.3782
20 H -2.8556 -0.8835 0.5062
21 H -1.4674 -1.7278 1.1829
22 H -2.3101 -2.5083 -1.6050
23 H -3.4724 -2.8469 -0.3709
24 H 0.3585 -4.2011 -1.2901
25 H 0.5925 -5.5781 -0.1709
26 H 2.0524 -4.2772 1.2482
27 H 2.5717 -4.1748 -0.4940
28 H 1.0243 -2.2086 -0.6030
29 H 3.7282 -1.6671 0.6665
30 H 3.3649 -1.8781 -1.0712
31 H 3.2642 0.6241 0.2492
32 H 0.7359 -0.1933 -1.1661
33 H 2.2342 -0.3381 -2.0922
34 H -0.2541 1.3576 -4.3343
35 H 1.3496 0.6051 -3.9906
36 H -0.0866 -0.0072 -3.2361
37 H 1.9167 -1.9256 2.1713
38 N -1.5833 -3.7729 -4.6399
39 C -0.6580 -2.8686 -4.1932
40 C 0.2192 -2.6250 -5.2176
41 C -0.1958 -3.4085 -6.3271
42 C -1.3099 -4.1042 -5.9412
43 H -2.3387 -4.1363 -4.0892
44 H -0.7040 -2.4799 -3.1891
45 H 1.0648 -1.9582 -5.1760
46 H 0.2706 -3.4556 -7.2966
47 H -1.9294 -4.8043 -6.4771
48 N 0.3778 5.1371 -3.8029
49 C 1.1285 5.9490 -4.6084
50 C 0.4336 7.1165 -4.7885
51 C -0.7802 7.0033 -4.0551
52 C -0.7805 5.7677 -3.4607
53 H 0.6312 4.2162 -3.5019
54 H 2.0869 5.6289 -4.9811
55 H 0.7595 7.9589 -5.3756
56 H -1.5605 7.7425 -3.9736
57 H -1.5000 5.2822 -2.8227
58 N -1.6814 6.8267 -0.3668
59 C -1.6908 5.5419 0.0900
60 C -2.6428 5.4490 1.0682
61 C -3.2357 6.7341 1.2063
62 C -2.6214 7.5622 0.3015
63 H -1.0712 7.1733 -1.0881
64 H -1.0199 4.8038 -0.3192
65 H -2.8858 4.5561 1.6209
66 H -4.0214 7.0168 1.8874
67 H -2.7715 8.6046 0.0780
68 N 4.3281 3.4529 -1.5662
69 C 4.5103 3.5232 -2.9198
70 C 5.7695 4.0098 -3.1517
71 C 6.3729 4.2376 -1.8866
72 C 5.4596 3.8825 -0.9295
73 H 3.4897 3.1333 -1.1120
74 H 3.7302 3.2228 -3.5993
75 H 6.2097 4.1824 -4.1197
76 H 7.3635 4.6182 -1.7011
77 H 5.5169 3.8996 0.1457
78 N -2.4587 2.8803 3.9393
79 C -2.4636 1.5887 4.3877
80 C -3.4129 1.4872 5.3725
81 C -4.0073 2.7680 5.5199
82 C -3.3996 3.6051 4.6200
83 H -1.8570 3.2417 3.2197
84 H -1.7931 0.8567 3.9695
85 H -3.6556 0.5936 5.9248
86 H -4.7903 3.0436 6.2067
87 H -3.5534 4.6496 4.4072
88 N -1.0123 -0.5187 7.0678
89 C -0.0374 -0.6149 6.1129
90 C 0.8322 -1.6017 6.4964
91 C 0.3599 -2.1252 7.7291
92 C -0.7797 -1.4380 8.0529
93 H -1.7814 0.1280 7.0475
94 H -0.0454 0.0250 5.2475
95 H 1.7087 -1.9142 5.9533
96 H 0.8054 -2.9151 8.3107
97 H -1.4421 -1.5227 8.8975
98 N 4.3237 -6.4823 -1.5071
99 C 5.5859 -6.7396 -1.0441
100 C 6.4589 -6.5562 -2.0823
101 C 5.6946 -6.1682 -3.2157
102 C 4.3820 -6.1294 -2.8293
103 H 3.4839 -6.5437 -0.9616
104 H 5.7521 -7.0304 -0.0208
105 H 7.5274 -6.6847 -2.0356
106 H 6.0669 -5.9436 -4.2012
107 H 3.4879 -5.8835 -3.3779
108 N -4.6109 -5.2707 -5.0263
109 C -4.4187 -6.6172 -5.1936
110 C -5.6467 -7.1974 -5.3564
111 C -6.6178 -6.1614 -5.2888
112 C -5.9487 -4.9855 -5.0867
113 H -3.8824 -4.5975 -4.8817
114 H -3.4290 -7.0424 -5.1812
115 H -5.8306 -8.2478 -5.5081
116 H -7.6856 -6.2693 -5.3791
117 H -6.3054 -3.9753 -4.9806
118 N -1.0939 3.4216 7.6478
119 C 0.0621 3.0903 8.3005
120 C 0.0970 3.7898 9.4775
121 C -1.0880 4.5706 9.5397
122 C -1.8020 4.3189 8.3983
123 H -1.3810 3.0597 6.7535
124 H 0.7576 2.3880 7.8717
125 H 0.8833 3.7458 10.2127
126 H -1.3825 5.2391 10.3318
127 H -2.7490 4.6996 8.0552

## Properties
* net charge: 0
* 2S+1: 1
* SMILES: CCC(=O)OCC[C@@H]1C[C@@H](COC(C)=O)C(=O)N1.c1cc[nH]c1.c1cc[nH]c1.c1cc[nH]c1.c1cc[nH]c1.c1cc[nH]c1.c1cc[nH]c1.c1cc[nH]c1.c1cc[nH]c1.c1cc[nH]c1
* ΔE to the lowest compared entry with this formula, charge and spin: 28.2 kcal/mol

=====

ORCA calculation (ωB97M-V/def2-TZVPD) on 7 unconnected molecules or ions with the total composition C48H69N9O3 in a non-equilibrium geometry.

Cartesian coordinates (Å):
1 C 0.2046 3.7170 3.5073
2 C -0.7721 3.4241 2.3312
3 N -0.2626 3.4296 1.1504
4 C -2.3118 3.0961 2.5566
5 C -2.4458 1.5488 2.3955
6 C -2.1648 0.6318 3.3657
7 C -2.3062 -0.8902 3.0303
8 O -2.6962 -1.7090 3.8258
9 C -1.9290 -1.2579 1.5538
10 C -1.2830 -2.5300 1.2370
11 C -0.9318 -2.7506 -0.1797
12 C -1.2118 -1.7524 -1.2170
13 C -0.7474 -2.0902 -2.6645
14 C 0.5253 -1.2099 -3.0055
15 C 1.7109 -1.3459 -1.9809
16 C 2.5638 -2.6410 -2.3169
17 N 2.6468 -3.6116 -1.2104
18 C 2.4599 -3.4769 0.1520
19 C 2.6588 -4.7448 0.8405
20 C 2.9975 -5.7107 -0.2736
21 C 2.9909 -4.9364 -1.4999
22 C -1.9043 -0.4749 -0.9184
23 C -2.2609 0.5891 -1.9930
24 C -3.6273 0.2622 -2.7734
25 C -4.3489 -1.0179 -2.2526
26 N -5.1940 -0.9792 -1.0627
27 O -4.2123 -2.0648 -2.8525
28 C -2.2446 -0.2674 0.4969
29 C -2.9371 1.0493 0.9866
30 O -3.8004 1.6311 0.3756
31 H 1.2153 3.9949 3.1152
32 H -0.1116 4.5688 4.1643
33 H 0.3624 2.7993 4.1412
34 H -1.0079 3.1926 0.4743
35 H -2.7121 3.5138 3.5112
36 H -2.8378 3.5893 1.6902
37 H -1.8260 1.0038 4.3575
38 H -1.0621 -3.2925 2.0146
39 H -0.4163 -3.7187 -0.4061
40 H -0.5432 -3.1765 -2.8318
41 H -1.5777 -1.7542 -3.3507
42 H 0.3051 -0.1150 -3.1098
43 H 0.8734 -1.5407 -4.0272
44 H 2.3940 -0.4675 -2.1740
45 H 1.4115 -1.2656 -0.9070
46 H 3.6172 -2.3154 -2.5515
47 H 2.1511 -3.0679 -3.2629
48 H 2.1652 -2.5428 0.6742
49 H 2.5800 -4.9757 1.9228
50 H 3.2115 -6.7997 -0.2022
51 H 3.2073 -5.2444 -2.5452
52 H -2.3840 1.5913 -1.5030
53 H -1.4834 0.7197 -2.7835
54 H -4.2923 1.1720 -2.7958
55 H -3.3821 0.0607 -3.8556
56 H -4.7054 -1.5196 -0.3433
57 H -6.0818 -1.4568 -1.2565
58 C -3.6819 0.5667 6.8048
59 C -4.1664 1.5527 7.8551
60 C -5.4426 2.2734 7.4247
61 C -5.1889 3.0344 6.1709
62 N -4.9929 3.6230 5.2019
63 H -3.4232 1.0747 5.8741
64 H -2.7854 0.0493 7.1519
65 H -4.4441 -0.1852 6.5865
66 H -3.3744 2.2809 8.0531
67 H -4.3526 1.0217 8.7916
68 H -5.7677 2.9656 8.2040
69 H -6.2476 1.5589 7.2502
70 C 5.8649 -1.5537 -6.7433
71 C 6.6345 -1.9219 -5.4788
72 C 6.5283 -3.4076 -5.1255
73 C 5.1126 -3.7773 -4.8836
74 N 4.0185 -4.0701 -4.6895
75 H 4.7936 -1.7334 -6.6284
76 H 5.9931 -0.4937 -6.9713
77 H 6.2209 -2.1312 -7.6010
78 H 6.2612 -1.3174 -4.6476
79 H 7.6877 -1.6643 -5.6155
80 H 7.1019 -3.6213 -4.2206
81 H 6.9246 -4.0230 -5.9371
82 C 1.7954 8.2967 2.7096
83 C 3.2561 8.2919 3.1479
84 C 3.9448 6.9454 2.9091
85 C 3.2578 5.8775 3.6812
86 N 2.7227 5.0530 4.2763
87 H 1.2022 7.5781 3.2793
88 H 1.3539 9.2818 2.8709
89 H 1.7037 8.0530 1.6480
90 H 3.3095 8.5514 4.2087
91 H 3.7950 9.0688 2.5998
92 H 4.9884 6.9950 3.2249
93 H 3.9240 6.6868 1.8482
94 C 8.2820 -6.8244 -0.4164
95 C 7.7731 -5.7890 0.5809
96 C 6.5326 -5.0413 0.0831
97 C 6.8457 -4.3131 -1.1729
98 N 7.0877 -3.7483 -2.1438
99 H 8.5977 -6.3595 -1.3529
100 H 9.1466 -7.3517 -0.0087
101 H 7.5091 -7.5635 -0.6428
102 H 8.5749 -5.0760 0.7925
103 H 7.5319 -6.2894 1.5219
104 H 6.1985 -4.3231 0.8338
105 H 5.7129 -5.7373 -0.1058
106 C -9.1484 1.1898 2.5356
107 C -8.5137 2.3967 3.2192
108 C -7.2325 2.0464 3.9824
109 C -7.5349 1.0539 5.0455
110 N -7.7716 0.2858 5.8679
111 H -9.4580 0.4338 3.2606
112 H -10.0394 1.4916 1.9815
113 H -8.4514 0.7268 1.8320
114 H -9.2421 2.8402 3.9039
115 H -8.2812 3.1515 2.4641
116 H -6.8108 2.9427 4.4402
117 H -6.4841 1.6285 3.3050
118 C -1.5006 1.3795 -6.3857
119 C -0.5459 1.2637 -7.5696
120 C 0.4815 0.1417 -7.3972
121 C 1.3134 0.3944 -6.1921
122 N 1.9519 0.5923 -5.2579
123 H -0.9696 1.6295 -5.4641
124 H -2.2319 2.1701 -6.5633
125 H -2.0438 0.4436 -6.2271
126 H -0.0312 2.2186 -7.7057
127 H -1.1251 1.0790 -8.4776
128 H 1.1321 0.0883 -8.2720
129 H -0.0192 -0.8230 -7.2884

## Properties
* net charge: 0
* 2S+1: 1
* SMILES: [H]/N=C(/C)CC1=CC(=O)c2ccc(CCCCn3cccc3)c(CCC(N)=O)c2C1=O.CCCC#N.CCCC#N.CCCC#N.CCCC#N.CCCC#N.CCCC#N

=====

Per-record HOMO-LUMO gap, Ha: 0.2945 0.2702